{"formula": "C3H5Br", "method": "the ωB97M-V functional and the def2-TZVPD basis", "elements": ["C", "C", "C", "Br", "H", "H", "H", "H", "H"], "positions_angstrom": [[-0.841555, -0.504176, -0.029243], [-2.007705, 0.524794, -0.039391], [0.571637, -0.114292, 0.060227], [-3.690968, -0.103144, 0.018958], [-1.173734, -1.441659, -0.519480], [-1.650856, 1.496501, -0.036980], [0.720653, 0.949584, -0.296302], [1.297550, -0.776278, -0.503257], [0.934641, -0.027347, 1.034042]], "forces_ev_per_angstrom": [[-6.18, 3.76, -1.70], [7.31, -6.39, 0.21], [1.07, 1.05, -2.30], [-1.52, -0.01, -0.16], [0.45, 0.16, 1.16], [-0.35, 2.13, 0.38], [-0.20, -1.03, -0.03], [-1.03, 0.67, 0.52], [0.45, -0.34, 1.93]], "nbo_charge": [-0.1639, -0.3681, -0.6784, 0.1297, 0.2054, 0.2014, 0.2189, 0.2259, 0.2291], "mol_weight_g_mol": 120.977, "e_above_lowest_kcal_mol": 34.7, "multiplicity": 1, "e_tot_ev": -73232.123, "e_homo_ha": -0.3059, "gap_ha": 0.32944}

***

{"formula": "C4H3LaO", "method": "the ωB97M-V functional and the def2-TZVPD basis", "elements": ["C", "C", "C", "C", "H", "H", "H", "O", "La"], "positions_angstrom": [[-2.176348, 0.034826, 0.123726], [-0.879678, -0.226833, 0.099134], [0.338597, -0.632860, -0.025216], [1.620833, -0.883807, -0.312748], [-2.895078, -0.786156, 0.167895], [-2.556984, 1.045060, -0.033110], [2.808410, -0.774560, 0.465492], [2.420077, 0.222661, -0.203245], [1.320167, 2.001670, -0.281929]], "forces_ev_per_angstrom": [[0.71, -0.15, -0.39], [-1.16, 0.22, -0.29], [0.47, 0.65, -0.47], [-1.75, -2.90, 2.11], [0.15, 0.17, 0.09], [-0.04, -0.27, 0.35], [-1.32, -1.38, -1.28], [3.96, 4.05, -0.04], [-1.01, -0.39, -0.08]], "lowdin_charge": [0.0915, -0.1622, -0.1406, -0.1880, 0.1116, 0.0818, 0.3017, -0.5127, 2.4169], "mol_weight_g_mol": 205.973, "e_above_lowest_kcal_mol": 15.2, "multiplicity": 1, "e_tot_ev": -7077.668, "e_homo_ha": -0.6177, "total_charge": 2, "gap_ha": 0.22690}

***

{"formula": "C2F3N", "method": "the ωB97M-V functional and the def2-TZVPD basis", "elements": ["C", "C", "N", "F", "F", "F"], "positions_angstrom": [[-1.392923, -1.165418, -1.001874], [1.676463, 1.054885, 1.465387], [0.791992, 1.774111, 1.265673], [-2.180212, -1.846219, -1.755960], [2.550077, 0.084308, 1.416407], [-1.445397, 0.098333, -1.389631]], "forces_ev_per_angstrom": [[0.71, 0.67, 0.64], [0.13, -1.36, -1.14], [0.91, -0.28, 0.63], [-0.31, 0.43, -0.46], [-1.05, 1.62, 0.49], [-0.39, -1.09, -0.17]], "nbo_charge": [0.6437, 0.6307, -0.3856, -0.3130, -0.2454, -0.3305], "mol_weight_g_mol": 95.023, "e_above_lowest_kcal_mol": 78.8, "multiplicity": 1, "e_tot_ev": -11712.434, "e_homo_ha": -0.4109, "gap_ha": 0.41558}

***

{"formula": "C33H29N7O4STi", "method": "the ωB97M-V functional and the def2-TZVPD basis", "elements": ["Ti", "C", "C", "C", "C", "N", "C", "C", "C", "C", "C", "C", "N", "C", "C", "C", "C", "C", "N", "H", "H", "H", "H", "H", "H", "H", "H", "H", "H", "H", "C", "C", "N", "C", "S", "N", "N", "C", "C", "C", "C", "C", "C", "C", "N", "H", "H", "H", "H", "H", "H", "H", "H", "H", "H", "H", "H", "H", "O", "C", "O", "C", "C", "C", "C", "O", "C", "O", "C", "C", "H", "H", "H", "H", "H"], "positions_angstrom": [[-0.084884, 0.783193, 0.021569], [-2.549290, 2.065921, 3.457163], [-1.578425, 2.387549, 4.381184], [-0.248126, 2.452582, 3.978178], [0.038636, 2.179664, 2.659051], [-0.885338, 1.781978, 1.787992], [-2.159246, 1.743410, 2.163126], [1.395749, 2.357181, 2.042603], [2.494815, 2.910102, 2.676951], [3.658301, 3.083301, 1.947648], [3.703355, 2.720235, 0.613865], [2.566532, 2.169855, 0.047619], [1.457583, 2.011613, 0.757093], [2.422452, 1.737653, -1.381481], [3.398572, 1.887078, -2.343689], [3.122210, 1.452323, -3.633517], [1.889148, 0.892335, -3.904782], [0.965294, 0.775616, -2.878380], [1.234583, 1.194544, -1.643316], [-3.595087, 2.020499, 3.726438], [-1.844936, 2.595545, 5.409389], [0.534642, 2.718647, 4.674150], [-2.862048, 1.422176, 1.409289], [2.442106, 3.209581, 3.713992], [4.531957, 3.514747, 2.419234], [4.602615, 2.858196, 0.030538], [4.352995, 2.331813, -2.097859], [3.865033, 1.553965, -4.414023], [1.635810, 0.540461, -4.895523], [-0.011858, 0.331015, -3.018995], [-4.518794, -3.498156, -1.459408], [-3.020101, -3.704460, -1.268263], [-2.485520, -3.094101, -0.071992], [-2.182873, -1.759458, 0.030848], [-1.631455, -1.196500, 1.587853], [-2.330161, -1.051735, -1.047760], [-1.847046, 0.266015, -0.919420], [-2.564366, 1.170325, -1.613001], [-3.817641, 0.836324, -2.363342], [-2.048064, 2.468618, -1.587529], [-2.635698, 3.576090, -2.268165], [-2.073886, 4.809053, -2.202118], [-0.883291, 4.984621, -1.440003], [-0.359782, 3.897651, -0.808445], [-0.887520, 2.647349, -0.843433], [-4.875203, -4.017941, -2.353185], [-4.736592, -2.434971, -1.566664], [-5.076037, -3.879231, -0.600119], [-2.480207, -3.281783, -2.115741], [-2.790888, -4.771677, -1.223697], [-2.526514, -3.590970, 0.799708], [-4.178585, -0.143242, -2.067078], [-3.645413, 0.814623, -3.444899], [-4.599108, 1.575307, -2.170956], [-3.536051, 3.410735, -2.844889], [-2.525289, 5.646352, -2.720057], [-0.396738, 5.946761, -1.352877], [0.542448, 4.019138, -0.220308], [1.358316, -0.479528, 1.295382], [1.179196, -1.382047, 0.432365], [0.551079, -1.091385, -0.634596], [1.676467, -2.756852, 0.654145], [1.248424, -3.793037, -0.160850], [1.684825, -5.105275, 0.054855], [2.546203, -5.300568, 1.105277], [3.117587, -6.473943, 1.514016], [3.860508, -6.160935, 2.698868], [3.830338, -4.743970, 2.871406], [2.967925, -4.266224, 1.915213], [2.550276, -2.980375, 1.727668], [0.552233, -3.568321, -0.958336], [1.354873, -5.928728, -0.564345], [4.891031, -6.486281, 2.571652], [3.392049, -6.643848, 3.557048], [2.855895, -2.166198, 2.369666]], "forces_ev_per_angstrom": [[-2.53, -1.01, -0.37], [-0.11, -0.07, -0.18], [0.19, 0.03, 0.13], [-0.17, 0.13, 0.19], [0.81, 0.20, -0.14], [0.02, 0.08, 0.35], [-0.02, 0.02, 0.06], [-0.28, 0.06, 0.24], [-0.11, -0.04, 0.15], [0.16, 0.06, 0.01], [0.16, -0.01, -0.04], [0.09, 0.03, -0.71], [0.36, 0.55, 0.32], [0.23, 0.42, 0.79], [0.13, 0.03, -0.27], [0.26, 0.13, 0.10], [-0.26, -0.12, 0.00], [0.03, -0.03, -0.07], [0.15, -0.23, -0.03], [0.02, 0.01, 0.00], [0.01, 0.01, -0.01], [-0.04, 0.01, 0.01], [-0.03, 0.00, 0.00], [0.02, -0.01, -0.02], [-0.01, -0.01, -0.01], [-0.01, 0.00, 0.03], [-0.01, -0.01, -0.03], [-0.01, 0.00, 0.02], [0.01, 0.01, 0.02], [-0.01, -0.01, -0.02], [-0.05, 0.03, 0.02], [0.02, 0.01, -0.02], [0.04, 0.19, 0.14], [0.02, -0.44, 0.37], [0.00, 0.03, -0.56], [0.33, 1.00, 0.10], [0.08, -0.19, -0.62], [0.06, -0.17, 0.09], [-0.08, -0.01, -0.04], [0.55, 0.36, 0.22], [-0.01, -0.26, 0.03], [0.29, 0.22, 0.15], [-0.34, -0.06, -0.24], [0.04, -0.14, 0.14], [-0.35, -0.38, -0.12], [0.04, 0.04, 0.03], [-0.01, -0.03, 0.02], [0.02, 0.01, -0.03], [0.00, -0.03, -0.04], [0.00, 0.00, 0.00], [0.02, -0.01, 0.00], [0.00, 0.01, 0.01], [-0.01, -0.02, 0.03], [0.01, -0.03, 0.00], [0.03, 0.01, 0.01], [0.03, -0.01, 0.01], [-0.04, -0.03, -0.01], [-0.01, -0.05, 0.00], [0.11, 0.00, -0.30], [0.00, 0.30, -0.03], [0.09, -0.49, 0.06], [0.02, -0.02, 0.10], [0.04, -0.10, -0.04], [-0.08, 0.10, -0.04], [-0.06, -0.19, -0.12], [0.13, -0.04, 0.13], [-0.13, 0.20, -0.21], [0.05, -0.16, 0.00], [0.08, 0.13, 0.17], [-0.02, 0.04, 0.00], [0.02, 0.00, 0.03], [0.02, 0.03, 0.02], [0.06, -0.04, 0.00], [-0.05, -0.04, 0.06], [-0.01, -0.01, -0.03]], "lowdin_charge": [0.9327, -0.0338, -0.0423, 0.0047, -0.1904, -0.0022, -0.1480, -0.1652, 0.0186, -0.0275, 0.0161, -0.1724, 0.0285, -0.1797, 0.0038, -0.0494, -0.0301, -0.0691, 0.0233, 0.1132, 0.1119, 0.1089, 0.1015, 0.1123, 0.1156, 0.1120, 0.1093, 0.1105, 0.1117, 0.1252, -0.0922, -0.2716, -0.0406, -0.8103, 0.6824, 0.0052, -0.1031, -0.3086, -0.0375, -0.2322, -0.0314, -0.0902, -0.0841, -0.1490, -0.0001, 0.0673, 0.0509, 0.0695, 0.1027, 0.1072, 0.0999, 0.0476, 0.0854, 0.0737, 0.1014, 0.0983, 0.0923, 0.0990, -0.0656, -0.6264, -0.1148, -0.1286, -0.0024, 0.0245, -0.2174, 0.0299, -0.1259, 0.0280, -0.2038, 0.0845, 0.1178, 0.1188, 0.1332, 0.1341, 0.1326], "mol_weight_g_mol": 667.574, "multiplicity": 1, "e_tot_ev": -87266.045, "e_homo_ha": [-0.1868, -0.1892], "gap_ha": [0.16484, 0.16838]}